(1)
DFT (the ωB97M-V functional and the def2-TZVPD basis) results for C24H38GaN2O2 as an isolated structure at a distorted geometry.

Each line ends with the natural charge from an NBO analysis.
Cartesian coordinates (Å):
C: -1.367 -0.858 -0.097  -0.65
C: -0.474 0.094 -0.977  -0.03
C: -1.085 0.608 -2.190  -0.23
C: -0.287 1.506 -3.057  -0.25
C: 1.091 1.800 -2.664  -0.22
C: 1.704 1.269 -1.428  -0.26
C: 0.919 0.419 -0.546  0.02
C: 1.391 -0.188 0.811  -0.93
Ga: 3.368 0.112 1.286  1.13
C: 4.693 -0.978 0.127  -0.91
C: 4.067 -1.581 -1.205  -0.21
C: 4.916 -0.980 -2.421  -0.62
C: 4.232 -3.161 -1.137  -0.62
C: 3.960 2.086 1.345  -0.40
C: 3.178 3.253 0.925  -0.26
C: 3.794 4.598 1.018  -0.24
C: 5.141 4.815 1.536  -0.27
C: 5.923 3.665 2.003  -0.24
C: 5.324 2.344 1.885  -0.23
H: -1.298 -0.626 0.995  0.21
H: -2.434 -0.855 -0.451  0.22
H: -1.016 -1.926 -0.230  0.21
H: -2.141 0.356 -2.475  0.25
H: -0.769 1.921 -3.973  0.20
H: 1.657 2.458 -3.376  0.20
H: 2.751 1.537 -1.163  0.24
H: 0.746 0.193 1.648  0.22
H: 1.230 -1.305 0.741  0.21
H: 3.559 -0.449 2.803  -0.35
H: 5.540 -0.263 -0.113  0.20
H: 5.174 -1.778 0.768  0.20
H: 2.989 -1.297 -1.295  0.20
H: 4.542 0.044 -2.673  0.21
H: 4.763 -1.691 -3.285  0.18
H: 5.982 -0.942 -2.086  0.20
H: 3.620 -3.578 -1.990  0.19
H: 5.331 -3.376 -1.284  0.19
H: 3.886 -3.534 -0.140  0.21
H: 2.142 3.124 0.545  0.22
H: 3.247 5.517 0.686  0.19
H: 5.626 5.818 1.602  0.20
H: 6.946 3.737 2.438  0.20
H: 5.931 1.472 2.241  0.20
C: -5.039 -3.130 0.873  0.53
O: -4.588 -2.107 0.398  -0.63
N: -4.538 -3.768 1.958  -0.43
C: -5.125 -4.987 2.473  -0.40
C: -3.373 -3.209 2.624  -0.42
H: -5.920 -3.634 0.442  0.10
H: -5.445 -4.824 3.505  0.19
H: -4.378 -5.784 2.446  0.20
H: -5.986 -5.285 1.875  0.21
H: -3.605 -2.198 2.967  0.22
H: -2.544 -3.153 1.915  0.23
H: -3.088 -3.827 3.473  0.20
C: -4.754 1.972 -2.192  0.54
O: -3.865 1.237 -2.578  -0.63
N: -5.351 1.900 -0.980  -0.43
C: -6.404 2.811 -0.586  -0.39
C: -4.918 0.872 -0.046  -0.43
H: -5.152 2.785 -2.824  0.10
H: -6.090 3.359 0.305  0.19
H: -7.308 2.239 -0.362  0.19
H: -6.621 3.521 -1.384  0.21
H: -3.854 1.005 0.163  0.23
H: -5.064 -0.108 -0.496  0.24
H: -5.484 0.937 0.882  0.19

Atomic forces in eV per Å
C 0.47 -0.18 -0.75
C -0.01 0.55 -0.59
C 2.39 0.75 0.10
C 0.79 -1.35 2.44
C -1.28 -0.76 0.38
C -2.24 -0.38 -0.72
C -1.53 0.29 -1.26
C 0.02 0.19 -1.08
Ga 0.20 -0.33 0.41
C 0.15 0.30 -0.11
C 1.74 0.12 0.80
C -1.21 -1.07 0.48
C -0.25 1.23 -0.80
C 0.98 2.18 0.20
C 2.83 0.68 1.06
C 0.85 -0.94 0.46
C -0.33 -2.13 0.16
C -2.38 -0.77 -0.99
C -0.91 1.37 -0.47
H -0.13 -0.10 -0.91
H 1.03 0.20 0.42
H -0.22 1.03 0.24
H 1.60 0.24 0.52
H 0.70 -0.31 0.81
H -0.31 -0.69 1.01
H -0.93 -0.26 -0.27
H 0.45 -0.32 -0.73
H 0.08 1.01 0.20
H -0.05 0.09 0.06
H -0.83 -0.71 0.11
H -0.62 0.67 -0.69
H 0.84 -0.34 -0.09
H 0.43 -0.81 0.11
H 0.41 0.98 0.46
H -0.82 -0.07 -0.58
H 0.72 -0.08 0.94
H -1.15 -0.04 0.20
H 0.25 0.18 -0.96
H 0.91 0.23 0.28
H 0.36 -1.04 0.28
H -0.79 -0.80 -0.18
H -0.93 0.23 -0.46
H -0.68 0.79 -0.39
C 0.10 -0.11 0.13
O -0.03 -0.18 0.18
N -0.32 -0.02 -0.26
C 0.26 0.21 0.06
C 0.01 0.19 -0.24
H -0.01 -0.07 0.04
H -0.05 -0.19 0.00
H -0.14 -0.10 0.08
H 0.06 0.08 -0.01
H 0.16 -0.02 0.02
H 0.04 0.10 0.13
H -0.10 -0.02 -0.08
C -0.06 -0.03 0.18
O -0.71 0.18 0.00
N -0.03 0.29 -0.35
C 0.23 -0.26 0.09
C 0.19 -0.02 -0.32
H -0.04 0.05 0.04
H -0.18 0.08 -0.01
H -0.08 0.17 0.05
H 0.06 -0.06 0.00
H -0.04 -0.14 0.08
H 0.10 0.01 0.18
H -0.03 0.08 -0.10

Summary:
energy relative to the best compared isomer or geometry (same formula, charge and spin): 2.316 eV
net charge: -1
gap between HOMO and LUMO: 6.421 eV
multiplicity: 1
LUMO: 0.07584 hartree
calculated total energy: -3121.99043 Eh



(2)
DFT (the ωB97M-V functional and the def2-TZVPD basis) results for C24H38IrN4O2S as an isolated structure.

Each line ends with the Mulliken spin population.
Cartesian coordinates (Å):
Ir: -0.658 0.044 -0.883  2.50
C: -3.022 2.001 2.601  -0.02
C: -2.116 1.287 1.827  0.02
N: -2.236 1.101 0.501  0.10
C: -3.291 1.641 -0.113  0.10
C: -4.278 2.373 0.590  0.01
C: -4.124 2.550 1.983  0.09
C: -5.381 2.900 -0.108  0.26
C: -5.518 2.713 -1.500  0.25
C: -4.550 2.005 -2.230  0.01
C: -4.658 1.818 -3.628  0.09
C: -3.658 1.135 -4.283  -0.02
C: -2.585 0.659 -3.539  0.02
N: -2.463 0.807 -2.207  0.13
C: -3.421 1.467 -1.562  0.10
H: -2.860 2.110 3.664  0.00
H: -1.250 0.828 2.287  0.00
H: -4.864 3.107 2.546  0.00
H: -6.140 3.460 0.428  0.00
H: -6.381 3.130 -2.008  0.00
H: -5.513 2.213 -4.165  0.00
H: -3.690 0.968 -5.352  0.00
H: -1.779 0.135 -4.036  0.00
N: 0.481 -1.246 -2.393  0.12
C: 0.852 -2.640 -2.011  0.01
C: -0.366 -3.498 -1.710  0.00
C: -1.032 -3.198 -0.378  0.01
N: -1.794 -1.914 -0.392  0.11
H: 0.002 -1.281 -3.290  0.00
H: 1.337 -0.726 -2.578  0.00
H: 1.495 -2.571 -1.132  -0.01
H: 1.439 -3.088 -2.814  0.00
H: -0.052 -4.542 -1.703  0.00
H: -1.095 -3.421 -2.525  0.00
H: -0.274 -3.111 0.403  -0.01
H: -1.702 -4.012 -0.099  0.00
H: -2.267 -1.814 0.503  -0.01
H: -2.545 -1.990 -1.077  -0.01
C: 1.285 3.887 -0.500  0.01
C: 1.196 2.833 -1.547  0.01
C: 1.798 3.052 -2.893  0.01
O: 0.612 1.766 -1.302  0.06
H: 2.077 4.603 -0.702  0.00
H: 1.406 3.442 0.487  0.00
H: 0.337 4.436 -0.504  0.00
H: 2.191 4.057 -3.015  0.00
H: 1.059 2.846 -3.670  0.00
H: 2.616 2.339 -3.029  0.00
C: 2.406 -2.920 4.893  0.02
C: 2.210 -3.572 3.531  0.00
C: 2.838 -2.776 2.397  0.04
S: 2.272 -1.033 2.383  0.45
O: 1.484 -0.694 1.174  0.41
C: 3.652 0.100 2.662  0.04
C: 4.481 0.348 1.398  0.03
C: 5.312 -0.838 0.931  0.00
H: 1.956 -3.524 5.678  0.00
H: 1.931 -1.932 4.946  0.00
H: 3.464 -2.806 5.136  0.00
H: 1.156 -3.764 3.320  0.00
H: 2.705 -4.546 3.510  0.00
H: 2.596 -3.123 1.391  0.01
H: 3.922 -2.677 2.505  0.03
H: 4.211 -0.396 3.463  0.00
H: 3.199 1.006 3.068  0.01
H: 5.134 1.181 1.673  0.01
H: 3.827 0.718 0.606  -0.01
H: 5.883 -1.279 1.750  0.00
H: 6.034 -0.511 0.184  0.00
H: 4.705 -1.617 0.460  0.00

Atomic forces in eV per Å
Ir -0.62 -0.16 -0.44
C -0.02 -0.01 0.00
C 0.00 -0.06 0.02
N 0.09 0.18 -0.01
C -0.01 -0.02 -0.01
C -0.03 0.00 0.01
C 0.02 0.00 0.01
C 0.01 0.00 0.00
C 0.00 0.00 0.01
C 0.00 -0.01 -0.02
C 0.00 0.00 0.00
C 0.00 0.00 0.01
C 0.02 -0.02 -0.01
N 0.05 0.10 0.07
C -0.02 0.00 0.01
H 0.00 0.00 0.00
H 0.01 0.02 0.00
H 0.00 0.00 0.00
H 0.00 0.00 0.00
H 0.00 -0.01 0.00
H 0.00 0.00 0.00
H 0.00 0.01 0.00
H 0.00 -0.01 0.00
N 0.21 0.12 0.13
C -0.01 -0.04 -0.01
C -0.01 0.10 0.01
C 0.04 -0.02 0.04
N 0.07 0.07 0.02
H -0.02 -0.03 0.01
H 0.00 -0.02 -0.05
H 0.00 0.00 0.00
H -0.02 0.00 -0.01
H 0.01 0.00 0.01
H 0.01 -0.04 -0.01
H -0.03 -0.01 0.03
H -0.01 0.00 -0.03
H -0.01 0.01 -0.01
H -0.01 -0.06 0.01
C 0.03 -0.03 0.02
C 0.00 0.00 0.02
C -0.06 0.02 -0.02
O 0.01 0.01 0.02
H 0.02 -0.01 0.01
H -0.04 0.00 0.01
H 0.02 0.03 -0.03
H -0.02 0.01 -0.01
H 0.01 -0.02 0.00
H 0.02 0.02 0.01
C 0.03 0.01 0.00
C 0.00 -0.04 0.02
C 0.00 0.02 0.04
S 0.11 -0.05 -0.25
O 0.21 -0.12 0.33
C -0.04 -0.02 0.06
C 0.04 0.02 0.04
C -0.02 0.00 -0.04
H 0.00 0.00 0.00
H -0.01 -0.01 0.00
H 0.00 0.00 0.00
H -0.01 0.06 0.01
H -0.01 -0.01 -0.02
H 0.01 -0.04 0.01
H 0.00 0.02 0.00
H 0.00 0.03 0.01
H -0.03 0.00 -0.03
H 0.02 -0.02 0.01
H 0.01 0.03 0.00
H 0.01 0.01 0.00
H -0.01 -0.01 -0.01
H -0.01 -0.01 0.03

Summary:
energy relative to the best compared isomer or geometry (same formula, charge and spin): 0.480 eV
net charge: +4
gap between HOMO and LUMO (spin up / spin down): 6.488 / 5.323 eV
multiplicity: 6
LUMO (spin up / spin down): -0.44252 / -0.55073 hartree
calculated total energy: -1807.75984 Eh



(3)
DFT (the ωB97M-V functional and the def2-TZVPD basis) results for C24H38N2O4 as an isolated structure at a distorted geometry.

Each line ends with the natural charge from an NBO analysis.
Cartesian coordinates (Å):
C: 3.113 -3.304 -5.815  -0.61
H: 2.132 -2.890 -6.380  0.19
C: 2.859 -2.885 -4.284  -0.33
C: 2.913 -1.369 -4.301  -0.42
C: 2.846 -0.869 -3.035  -0.31
C: 1.726 -1.144 -2.193  -0.41
C: 1.863 -0.679 -0.725  -0.33
C: 1.824 0.652 -0.437  -0.46
H: 1.814 0.806 0.643  0.22
H: 2.896 1.047 -0.749  0.19
C: 0.937 1.503 -0.959  -0.44
C: -0.554 1.053 -0.824  0.69
O: -1.345 0.815 -1.843  -0.61
N: -0.901 1.420 0.549  -0.59
H: -0.356 1.738 1.071  0.37
C: -2.011 0.954 0.972  -0.08
C: -3.265 2.091 0.755  -0.20
N: -2.988 3.193 1.609  -0.49
C: -4.425 3.834 2.137  -0.14
C: -3.703 5.238 2.487  -0.43
H: -4.661 5.898 2.398  0.23
H: -3.128 5.126 3.474  0.22
C: -2.761 5.477 1.421  -0.40
H: -1.876 6.253 1.686  0.24
H: -3.527 5.696 0.467  0.19
C: -2.244 4.185 1.071  -0.26
H: -1.184 4.163 1.331  0.18
H: -2.142 3.890 0.082  0.19
H: -4.637 3.325 2.840  0.16
H: -4.979 3.991 1.210  0.19
H: -4.274 1.398 1.300  0.16
H: -3.528 2.117 -0.298  0.21
H: -2.441 0.070 0.426  0.22
C: -1.910 0.546 2.321  0.09
C: -0.841 -0.575 2.400  0.02
C: -1.189 -1.912 2.162  -0.38
C: -0.361 -2.893 1.846  0.39
C: 1.313 -2.458 2.446  0.25
C: 1.405 -1.348 2.907  -0.34
C: 0.541 -0.455 3.037  -0.26
H: 0.727 0.790 3.403  0.24
H: 2.655 -1.170 3.317  0.19
O: 2.195 -3.514 2.150  -0.52
C: 1.859 -4.486 1.214  -0.02
C: 0.387 -5.207 1.621  -0.01
H: 0.040 -5.764 0.998  0.17
O: -0.567 -3.924 1.361  -0.49
H: 0.317 -5.194 2.640  0.21
H: 2.441 -5.387 1.545  0.19
H: 1.940 -4.301 0.319  0.16
H: -2.225 -2.112 1.643  0.19
O: -1.552 1.565 3.242  -0.79
H: -2.278 2.394 3.075  0.51
H: -2.816 0.236 2.837  0.19
H: 1.092 2.849 -0.738  0.22
H: 1.198 1.675 -2.006  0.22
H: 2.401 -1.335 -0.210  0.22
H: 0.791 -1.064 -0.210  0.16
H: 0.826 -0.680 -2.533  0.20
H: 1.571 -2.006 -1.991  0.18
H: 3.071 0.200 -2.913  0.20
H: 3.824 -1.330 -2.244  0.13
H: 3.764 -1.013 -4.795  0.20
H: 2.257 -1.066 -4.843  0.19
H: 2.104 -3.262 -4.040  0.16
H: 3.850 -3.248 -3.891  0.19
H: 4.034 -2.908 -6.387  0.21
H: 3.141 -4.435 -5.769  0.20

Atomic forces in eV per Å
C -2.18 -0.02 -0.52
H 2.27 -1.33 0.77
C 14.76 5.50 -7.31
C 6.43 -5.81 2.46
C 4.91 2.44 7.52
C -0.31 9.78 0.71
C -7.23 -4.14 -2.25
C 9.09 2.75 5.10
H 0.36 -0.37 0.48
H -1.50 -0.19 0.74
C -5.00 7.32 -5.30
C -1.17 3.49 -1.82
O 3.34 0.34 5.71
N -5.18 -6.03 -17.24
H 11.43 6.14 9.98
C -10.24 -0.53 -0.71
C -1.25 -5.98 3.42
N -5.73 -2.22 2.78
C 8.92 8.13 -10.32
C -4.10 -0.98 2.67
H 2.20 -0.16 1.21
H -1.50 0.50 -0.96
C -0.81 3.98 -3.51
H -2.55 -1.39 -1.08
H 2.37 0.67 2.07
C 4.45 -0.06 -0.92
H 0.41 -0.44 0.88
H 0.05 0.75 -2.80
H -3.76 -6.64 8.93
H -0.72 -0.47 0.65
H 2.80 2.17 -1.64
H 0.26 1.00 -0.29
H 0.80 0.64 -0.03
C 0.69 -1.59 5.18
C 3.82 -0.39 3.85
C -4.68 1.60 -3.10
C 9.02 9.37 7.17
C -6.52 -13.43 -7.88
C 12.56 3.06 5.00
C -10.71 12.30 -0.66
H -0.22 -4.22 -0.98
H -3.48 -0.11 -1.02
O 0.60 1.88 1.02
C -2.95 -5.77 11.65
C 5.28 12.88 3.12
H -3.97 -7.29 -6.68
O -2.20 -11.90 -5.08
H -0.09 -1.27 2.52
H 0.47 0.95 -0.86
H 0.67 2.35 -9.33
H 1.38 0.49 1.32
O -1.11 3.65 -0.30
H 2.59 -2.87 -0.17
H -0.58 -1.13 -1.10
H -0.70 -4.19 0.38
H -0.78 -0.54 -0.49
H 3.46 -1.95 2.26
H 1.82 0.50 -1.36
H -0.86 0.16 -0.70
H -2.07 -11.29 1.17
H 0.00 0.06 -0.56
H -2.13 1.05 -2.53
H 1.82 0.09 -0.69
H -8.53 3.68 -6.31
H -11.23 -5.76 4.33
H -1.47 0.10 0.85
H -1.37 -0.47 1.40
H -0.14 1.21 -0.80

Summary:
energy relative to the best compared isomer or geometry (same formula, charge and spin): 26.536 eV
gap between HOMO and LUMO: 7.502 eV
multiplicity: 1
LUMO: 0.02145 hartree
calculated total energy: -1346.82313 Eh



(4)
DFT (the ωB97M-V functional and the def2-TZVPD basis) results for C24H38PPb as an isolated structure at a distorted geometry.

Each line ends with the natural charge from an NBO analysis.
Cartesian coordinates (Å):
C: 1.675 -2.202 0.281  0.15
C: 2.171 -1.511 -0.858  -0.20
C: 1.202 -1.620 -1.896  0.08
C: 0.111 -2.389 -1.394  0.05
C: 0.399 -2.731 -0.047  -0.13
Pb: 0.091 0.899 -0.051  1.37
C: -4.148 1.472 -1.574  0.13
C: -3.384 1.322 -0.280  -0.22
H: -3.248 2.243 0.308  0.20
C: -2.755 0.184 0.171  -0.47
H: -2.672 -0.744 -0.422  0.21
H: -2.440 0.087 1.214  0.20
C: -3.927 2.976 -1.942  -0.65
H: -3.265 3.477 -1.268  0.20
H: -3.375 3.014 -2.862  0.21
H: -4.746 3.610 -2.100  0.24
C: -3.342 0.667 -2.583  -0.66
H: -2.382 0.457 -2.188  0.20
H: -3.729 -0.222 -2.961  0.23
H: -3.083 1.275 -3.435  0.22
C: 3.490 -0.844 -0.949  -0.64
H: 3.673 -0.180 -0.091  0.21
H: 4.305 -1.586 -0.965  0.23
H: 3.572 -0.243 -1.862  0.24
C: 1.346 -1.072 -3.265  -0.68
H: 1.791 -0.068 -3.252  0.25
H: 1.998 -1.714 -3.880  0.25
H: 0.376 -1.002 -3.773  0.22
C: -1.098 -2.803 -2.140  -0.67
H: -1.112 -2.368 -3.146  0.22
H: -1.130 -3.899 -2.250  0.24
H: -2.023 -2.503 -1.625  0.22
C: -0.458 -3.533 0.854  -0.64
H: -1.494 -3.558 0.495  0.23
H: -0.104 -4.574 0.920  0.23
H: -0.460 -3.124 1.874  0.21
C: 2.391 -2.366 1.566  -0.68
H: 1.709 -2.685 2.362  0.22
H: 3.181 -3.130 1.484  0.26
H: 2.874 -1.431 1.883  0.22
C: 1.473 2.424 -1.138  -0.62
C: 0.503 3.231 -2.113  -0.18
C: 2.693 2.619 -1.666  -0.29
C: 0.545 2.674 -3.405  -0.26
H: -0.430 3.808 -1.999  0.22
C: 2.909 2.671 -3.083  -0.23
H: 3.529 2.771 -0.923  0.23
C: 1.808 2.544 -4.003  -0.24
H: -0.362 2.606 -4.013  0.22
H: 3.947 2.920 -3.349  0.23
H: 1.983 2.432 -5.074  0.24
C: 1.984 0.944 3.865  -0.93
P: 0.544 1.045 2.746  0.76
C: -0.784 0.338 3.793  -0.93
C: 0.179 2.842 2.794  -0.95
H: 2.251 -0.108 4.036  0.25
H: 1.741 1.421 4.827  0.25
H: 2.842 1.456 3.409  0.26
H: -0.731 0.763 4.806  0.25
H: -1.773 0.538 3.359  0.24
H: -0.644 -0.753 3.854  0.25
H: 0.251 3.204 3.828  0.25
H: 0.915 3.372 2.172  0.26
H: -0.826 3.048 2.399  0.24

Atomic forces in eV per Å
C 0.35 0.49 -0.51
C -0.91 0.70 -0.55
C 1.92 0.76 0.77
C -0.56 -1.28 2.77
C -1.17 0.18 -2.13
Pb 1.13 -0.50 -0.90
C 4.98 1.93 1.06
C -0.91 -1.19 0.54
H -0.63 -0.59 0.17
C -1.13 0.49 -0.17
H -0.31 0.57 0.36
H 0.14 0.26 -0.38
C -0.14 -1.01 -0.43
H 0.15 0.25 0.89
H 0.06 -0.01 -0.66
H -1.59 0.69 0.00
C -0.59 0.74 -0.78
H 0.96 -0.53 0.57
H -0.96 -1.68 -0.48
H -0.44 0.13 -0.55
C 0.73 0.07 -0.05
H 0.05 -0.11 -0.21
H -0.13 0.25 0.00
H 0.02 -0.07 0.21
C -0.10 0.15 -0.34
H -0.02 -0.23 -0.01
H -0.17 0.16 0.15
H 0.24 -0.02 0.06
C -0.36 -0.19 -0.35
H -0.10 -0.13 0.19
H -0.06 0.31 0.00
H 0.18 -0.12 -0.15
C -0.28 -0.35 0.28
H 0.19 -0.04 0.13
H -0.15 0.22 0.05
H -0.07 -0.14 -0.17
C 0.03 -0.03 0.39
H 0.16 0.01 -0.13
H -0.16 0.20 0.00
H 0.01 -0.20 -0.14
C -4.41 4.57 -0.50
C -0.80 -4.87 0.34
C 2.99 -0.59 -0.76
C 0.57 1.91 -0.59
H 0.15 -0.73 1.34
C -0.37 0.81 -0.24
H -0.40 -1.03 -1.24
C 2.34 -0.51 1.85
H 0.30 0.65 0.00
H -0.63 -0.45 -0.45
H -0.21 -0.15 0.40
C 0.30 -0.16 -0.15
P -0.06 0.47 0.81
C -0.02 -0.24 -0.11
C 0.11 0.09 -0.02
H -0.04 0.31 -0.02
H 0.05 -0.14 -0.30
H -0.20 -0.15 0.16
H -0.05 -0.09 -0.29
H 0.27 -0.04 0.16
H -0.10 0.32 0.03
H -0.14 0.00 -0.27
H -0.22 -0.10 0.19
H 0.22 -0.02 0.13

Summary:
net charge: +1
gap between HOMO and LUMO (spin up / spin down): 6.153 / 5.791 eV
multiplicity: 1
LUMO (spin up / spin down): -0.15447 / -0.16317 hartree
calculated total energy: -1470.93793 Eh



Among the records above, which one has the highest calculated total energy? C24H38N2O4